{
  "formula": "C34H86N9O35P3S8",
  "method": "ωB97M-V/def2-TZVPD",
  "symbols": ["C", "C", "O", "S", "O", "O", "O", "H", "H", "H", "H", "C", "C", "O", "S", "O", "O", "O", "H", "H", "H", "H", "C", "C", "O", "S", "O", "O", "O", "H", "H", "H", "H", "C", "C", "O", "S", "O", "O", "O", "H", "H", "H", "H", "C", "C", "O", "S", "O", "O", "O", "H", "H", "H", "H", "C", "C", "O", "S", "O", "O", "O", "H", "H", "H", "H", "C", "C", "O", "S", "O", "O", "O", "H", "H", "H", "H", "C", "C", "O", "S", "O", "O", "O", "H", "H", "H", "H", "O", "P", "N", "C", "C", "N", "C", "C", "N", "C", "C", "H", "H", "H", "H", "H", "H", "H", "H", "H", "H", "H", "H", "H", "H", "H", "H", "H", "H", "O", "P", "N", "C", "C", "N", "C", "C", "N", "C", "C", "H", "H", "H", "H", "H", "H", "H", "H", "H", "H", "H", "H", "H", "H", "H", "H", "H", "H", "O", "P", "N", "C", "C", "N", "C", "C", "N", "C", "C", "H", "H", "H", "H", "H", "H", "H", "H", "H", "H", "H", "H", "H", "H", "H", "H", "H", "H"],
  "positions_angstrom": [[3.31015, -6.10493, -3.45012], [4.32971, -4.96197, -3.79630], [4.75343, -4.64444, -2.51489], [3.68086, -4.74611, -1.45804], [2.93637, -3.57606, -1.36278], [4.24243, -5.17424, -0.25061], [2.76343, -5.80865, -2.20593], [3.81779, -7.08478, -3.39363], [2.47555, -6.14454, -4.15198], [3.88236, -4.11027, -4.32551], [5.21261, -5.26433, -4.36229], [-2.72851, -5.12963, 0.13522], [-3.90584, -5.00985, 1.19984], [-4.95666, -5.54433, 0.47072], [-4.44851, -6.79985, -0.34138], [-5.24280, -6.95129, -1.46552], [-4.45652, -7.85108, 0.59769], [-3.04266, -6.26365, -0.63650], [-1.67139, -5.18620, 0.51573], [-2.71991, -4.35091, -0.63001], [-4.19008, -3.99697, 1.63008], [-3.69742, -5.64919, 2.06325], [2.44478, 0.63615, -5.99207], [3.64987, 1.37893, -5.30916], [3.44808, 1.08458, -3.89384], [3.01549, -0.42062, -3.79917], [2.11159, -0.59410, -2.73466], [4.13737, -1.21613, -4.01259], [2.17855, -0.50945, -5.19660], [2.80762, 0.41254, -6.99857], [1.54917, 1.23038, -6.16177], [3.57397, 2.45789, -5.40596], [4.68019, 1.03940, -5.62162], [0.45541, 0.07008, 0.21072], [1.18509, -1.30879, 0.42936], [0.09741, -2.32081, 0.43567], [-1.28746, -1.63831, 0.08078], [-2.06204, -1.49232, 1.22505], [-1.84973, -2.24815, -1.08603], [-0.70429, -0.29072, -0.52484], [1.04530, 0.71812, -0.44102], [0.32225, 0.70110, 1.09623], [1.64558, -1.49047, 1.38715], [1.91656, -1.59671, -0.30418], [-5.62000, 2.06170, 1.72464], [-4.32956, 1.60936, 1.03288], [-3.41988, 2.67243, 1.19281], [-3.62608, 3.23741, 2.68066], [-3.40304, 4.61378, 2.69266], [-2.92537, 2.41259, 3.60932], [-5.17302, 2.90194, 2.83135], [-6.11768, 1.26935, 2.28029], [-6.25684, 2.57747, 1.03424], [-4.50899, 1.31077, 0.02884], [-3.87700, 0.70717, 1.53256], [1.79742, -5.23400, 1.65798], [1.26007, -6.50886, 0.66130], [-0.02027, -6.84516, 1.19557], [-0.18511, -6.28635, 2.65287], [0.48080, -7.06909, 3.58186], [-1.55978, -6.07692, 2.83455], [0.63245, -4.93582, 2.38002], [2.09431, -4.33081, 1.13562], [2.60733, -5.51322, 2.36212], [1.85117, -7.42168, 0.65829], [1.06793, -6.15524, -0.32657], [0.84571, -3.53767, -4.13708], [-0.51638, -2.79226, -3.81165], [-1.48607, -3.79737, -3.54709], [-0.77609, -5.16497, -3.13748], [-1.52781, -6.26688, -3.48894], [-0.27654, -4.96408, -1.89539], [0.43231, -4.91670, -4.21875], [1.67782, -3.36815, -3.43571], [1.12416, -3.27061, -5.16512], [-0.78903, -2.12911, -4.65999], [-0.39536, -2.20057, -2.88389], [-5.78196, -0.87777, -1.88331], [-5.42250, -2.41901, -1.64133], [-6.45257, -2.73833, -0.71404], [-6.57046, -1.54476, 0.31263], [-5.42869, -1.37205, 1.13124], [-7.84939, -1.53754, 0.83841], [-6.51746, -0.44087, -0.80413], [-6.43913, -0.92412, -2.76486], [-4.88890, -0.34093, -2.08199], [-4.42740, -2.65573, -1.25233], [-5.54155, -2.91740, -2.57912], [-4.11838, 2.31084, -2.38443], [-3.30207, 2.75408, -3.52146], [-1.77412, 2.17086, -3.65354], [-0.69009, 2.90443, -2.94624], [-1.72036, 0.67277, -3.59394], [-3.14450, 4.39031, -3.52851], [-3.76109, 5.24748, -2.51461], [-3.19400, 4.94462, -4.82940], [-3.94850, 2.09280, -4.86842], [-5.31078, 1.66690, -4.94069], [-3.19704, 1.91962, -6.13690], [-0.82095, 2.82734, -1.85230], [-0.94372, 3.93584, -3.20669], [0.29701, 2.65948, -3.36296], [-0.71034, 0.43652, -3.87505], [-2.43543, 0.24741, -4.31773], [-2.00008, 0.30728, -2.59075], [-4.87177, 5.32130, -2.65264], [-3.66816, 4.85932, -1.47938], [-3.33218, 6.27691, -2.59810], [-2.85571, 4.18606, -5.54317], [-4.21785, 5.17236, -5.21283], [-2.53048, 5.83695, -4.86795], [-5.94020, 2.50327, -5.26626], [-5.26693, 0.96499, -5.76993], [-5.66868, 1.16944, -4.05346], [-2.99813, 0.88313, -6.31849], [-2.22163, 2.43528, -6.06553], [-3.77970, 2.34938, -6.99166], [3.20350, 0.69297, 0.91889], [4.40044, 0.54937, 1.73108], [4.10584, -0.38721, 3.08498], [5.16481, -0.98575, 3.82357], [2.92856, 0.05455, 3.95260], [5.05127, 2.01489, 2.14056], [6.08687, 2.19193, 3.18659], [4.14932, 3.19175, 2.02206], [5.66811, -0.22481, 1.03984], [6.78017, 0.48325, 0.35293], [5.45188, -1.58834, 0.59941], [4.81108, -1.75033, 4.50649], [5.82392, -0.30671, 4.39223], [5.73013, -1.68124, 3.20211], [2.57289, -0.90377, 4.40008], [2.15510, 0.53687, 3.43762], [3.28820, 0.76605, 4.69151], [6.79391, 1.36418, 3.18600], [6.77494, 2.98737, 2.93021], [5.71717, 2.17404, 4.16841], [3.59423, 3.27155, 2.96283], [4.75147, 3.98622, 1.64619], [3.43200, 3.01104, 1.19844], [6.54634, 0.51379, -0.73090], [6.88385, 1.48433, 0.70456], [7.72798, 0.00677, 0.53137], [5.12966, -1.49911, -0.48710], [4.70482, -2.02777, 1.26460], [6.38470, -2.18375, 0.61134], [1.70490, 2.70355, 4.65016], [0.89305, 3.86426, 4.94226], [0.39067, 4.55525, 3.52285], [0.17439, 3.73466, 2.34804], [-0.07034, 5.90824, 3.49340], [1.66739, 5.02965, 5.81367], [2.71909, 5.70768, 5.00437], [1.74838, 5.15885, 7.23020], [-0.38451, 3.40383, 5.78255], [-0.69624, 2.02499, 5.98935], [-1.31516, 4.34736, 6.33111], [-0.60731, 4.13594, 1.71459], [-0.18097, 2.74244, 2.58699], [1.14649, 3.60839, 1.87684], [0.07771, 6.41306, 4.45221], [-1.09514, 5.91394, 3.20784], [0.49720, 6.52235, 2.78492], [3.72906, 5.29452, 5.04761], [2.50121, 5.57756, 3.92547], [2.81819, 6.78441, 5.16884], [2.79372, 5.05686, 7.60793], [1.32031, 6.17568, 7.55275], [1.13884, 4.37150, 7.77244], [0.05124, 1.48545, 5.40516], [-0.63029, 1.78252, 7.05443], [-1.68573, 1.81165, 5.56272], [-1.58370, 4.03027, 7.36353], [-2.26128, 4.17743, 5.77879], [-1.01523, 5.41934, 6.23967]],
  "molar_mass_g_mol": 1530.55,
  "fmax_ev_per_a": 6.3,
  "e_tot_ev": -236269.285
}